Record 1
ORCA calculation (ωB97M-V/def2-TZVPD) on 2 unconnected molecules or ions with the total composition C3H8OS in a non-equilibrium geometry.

Geometry as XYZ:
```
13
Properties=species:S:1:pos:R:3:forces:R:3
C 3.43395 -2.24945 -1.32910 -0.5 -0.2 0.0
O 2.61383 -1.58978 -0.75323 0.2 0.2 0.0
H 3.25604 -3.33109 -1.46576 0.2 0.0 -0.1
H 4.35297 -1.82620 -1.76907 0.0 0.1 0.1
C -0.72545 1.49371 0.79334 -0.6 -0.1 0.4
C -2.22458 1.15100 0.59570 1.7 1.2 -0.9
S -2.54451 -0.58673 0.80688 -0.3 -0.7 0.0
H -0.14670 0.96061 0.04458 0.2 0.1 0.0
H -0.38691 1.19196 1.77963 0.1 -0.2 0.1
H -0.55691 2.56967 0.72674 0.0 0.0 -0.3
H -2.83017 1.77965 1.24106 -0.3 -0.4 0.3
H -2.41716 1.49037 -0.42527 -0.5 -0.3 0.0
H -1.82442 -1.05370 -0.24549 -0.2 0.3 0.3
```
Positions in Å, forces in eV/Å.

As for the lowest unoccupied orbital energy: 0.8329 eV. For the HOMO energy, the calculation gives -8.822 eV. Its SMILES is C=O.CCS. Its energy is -592.48283 Eh.

Record 2
ORCA calculation (ωB97M-V/def2-TZVPD) on 2 unconnected molecules or ions with the total composition C4H7INO in a non-equilibrium geometry.

Geometry as XYZ:
```
14
Properties=species:S:1:pos:R:3:forces:R:3
C 1.67164 -2.98946 -2.41400 1.2 -0.2 1.0
C -0.87243 -0.58788 0.37066 -1.2 0.7 -5.2
C -1.07223 0.84783 -0.23768 -0.1 2.4 1.2
C 0.13438 0.06001 -0.55312 0.2 -0.7 2.9
N 1.56722 0.17725 -0.00836 -0.2 1.5 0.2
O 1.46086 -2.16195 -1.63294 -0.2 0.5 0.3
I 0.75241 -3.60143 -4.15236 -0.8 -0.4 -1.3
H -0.91111 -0.60268 1.40171 0.6 -0.4 2.0
H -1.51626 -1.29197 -0.21478 0.6 0.3 1.0
H -1.81237 1.11104 -1.05062 0.9 -0.7 1.0
H -1.03749 1.72366 0.58214 0.2 -1.9 -2.0
H 2.26899 0.45527 -0.70018 -0.1 -1.0 -0.7
H 1.84805 -0.67180 0.51993 -0.1 0.5 -0.7
H 1.73691 1.01114 0.59140 -0.9 -0.5 0.4
```
Positions in Å, forces in eV/Å.

As for the charge: +1. Its spin multiplicity is 3. As for the lowest unoccupied orbital energy (spin up / spin down): -3.5858 / -5.4759 eV. For the HOMO energy (spin up / spin down), the calculation gives -11.337 / -13.145 eV. Its energy is -583.85073 Eh.

Record 3
ORCA calculation (ωB97M-V/def2-TZVPD) on 2 unconnected molecules or ions with the total composition C9H14S in a non-equilibrium geometry.

Geometry as XYZ:
```
24
Properties=species:S:1:pos:R:3:forces:R:3
C -2.15869 -0.01505 1.98219 0.6 -0.5 0.3
C -0.74371 -0.57461 1.99110 -0.6 0.5 0.0
C -0.47592 -1.79681 1.38808 0.8 0.1 0.5
C 0.84913 -2.21706 1.24748 -0.5 -0.3 -0.3
C 1.87695 -1.48979 1.81479 0.1 0.4 -0.1
C 1.60186 -0.25310 2.39610 0.2 -0.4 -0.4
C 0.30179 0.21401 2.47701 0.1 -0.2 -0.2
H -2.16540 0.96543 2.44149 -0.1 0.3 -0.1
H -2.83299 -0.64558 2.55755 -0.1 -0.1 -0.1
H -2.50165 0.04298 0.95160 -0.2 0.1 0.0
H -1.27390 -2.46604 1.10911 -0.2 0.1 -0.5
H 1.04338 -3.06656 0.59539 0.1 -0.2 0.5
H 2.90798 -1.82159 1.77748 -0.1 0.0 -0.2
H 2.45723 0.35703 2.62940 0.0 0.2 0.6
H 0.09636 1.19722 2.89048 0.0 -0.1 -0.1
C 0.58066 2.01952 -2.87946 0.1 0.0 0.5
C -0.56571 1.01825 -2.93039 0.9 0.2 -0.6
S -0.44391 -0.15301 -4.32456 0.0 -0.1 -0.1
H 0.63994 2.57872 -3.81239 0.0 0.1 0.1
H 1.54909 1.57315 -2.66409 0.1 -0.4 -0.3
H 0.45180 2.68093 -2.01533 -0.3 0.2 -0.3
H -0.63207 0.46434 -2.00373 -0.3 0.0 0.2
H -1.45123 1.58284 -3.18104 -0.5 -0.1 0.4
H 0.88901 -0.19521 -4.43826 0.0 0.0 0.1
```
Positions in Å, forces in eV/Å.

As for the lowest unoccupied orbital energy: 0.8061 eV. For the HOMO energy, the calculation gives -8.984 eV. Its SMILES is Cc1ccccc1.CCS. Its energy is -749.50329 Eh.

Record 4
ORCA calculation (ωB97M-V/def2-TZVPD) on 4 unconnected molecules or ions with the total composition C29H62N3O6P in a non-equilibrium geometry.

Geometry as XYZ:
```
101
Properties=species:S:1:pos:R:3:forces:R:3
C -3.61659 -1.42112 -4.80528 0.4 -0.7 -0.1
C -3.17671 -2.48043 -5.79788 -0.2 1.3 0.4
O -1.75070 -2.34339 -5.99185 0.0 -0.3 0.0
P -0.92469 -3.67880 -6.25647 1.0 -0.7 -0.6
O -1.73712 -4.86377 -6.52764 -0.6 -0.2 0.2
C 0.24561 -3.90054 -4.90223 -0.6 0.2 0.2
C -0.17145 -3.19364 -3.61263 0.6 0.4 0.2
C 0.97174 -2.37226 -2.97365 -0.6 0.1 -0.2
C 0.40385 -1.15950 -2.35556 0.4 -0.5 0.1
C 0.67476 0.11038 -2.60020 -0.5 0.1 0.4
C -0.20385 0.91665 -1.72524 -0.1 1.5 0.1
O -0.20375 2.08971 -1.46500 -0.1 -1.3 -0.4
O -1.12918 0.04481 -1.14505 0.1 -0.1 0.7
C -0.64569 -1.22789 -1.30356 -0.6 -1.5 0.8
O -1.00574 -2.20164 -0.66852 0.4 2.0 -1.2
O 0.04544 -3.31264 -7.47848 -0.2 0.4 0.5
C -0.61313 -2.73826 -8.61172 0.0 0.6 -0.5
C -0.41075 -1.23400 -8.65007 0.0 -0.5 0.2
H -4.63676 -1.63536 -4.52229 -0.4 0.2 0.0
H -3.49945 -0.42534 -5.19752 -0.1 0.4 -0.1
H -3.00690 -1.53293 -3.92026 0.1 0.1 0.4
H -3.65722 -2.28512 -6.74525 -0.1 -0.3 -0.4
H -3.43811 -3.44666 -5.40533 0.1 -0.6 -0.2
H 1.21805 -3.59322 -5.24795 0.4 0.1 -0.1
H 0.25558 -4.96373 -4.73614 0.2 -0.5 -0.1
H -0.52454 -3.88548 -2.86794 -0.3 -0.4 0.1
H -0.97266 -2.49721 -3.80621 -0.3 0.1 -0.1
H 1.66055 -2.03822 -3.73227 0.4 -0.1 -0.3
H 1.48779 -2.95500 -2.22887 0.4 -0.3 0.2
H 1.37471 0.49987 -3.30268 0.4 0.4 -0.2
H -1.66595 -2.98876 -8.62224 -0.3 -0.2 0.1
H -0.18384 -3.15495 -9.50902 0.3 -0.5 -0.1
H 0.56730 -1.03969 -8.24041 0.4 0.3 0.0
H -0.44131 -0.88174 -9.66893 -0.1 0.2 -0.3
H -1.14309 -0.71091 -8.05698 -0.2 0.2 0.2
C 4.71571 4.81114 -7.92912 0.0 0.0 0.0
C 4.02890 4.62472 -6.58488 0.2 0.1 -0.1
N 3.41027 3.32224 -6.43467 -0.1 -0.1 0.0
C 2.52473 3.23524 -5.28836 -0.2 0.1 0.1
C 3.13112 3.37318 -3.88559 -0.1 -0.1 0.1
C 4.28406 2.18364 -6.65101 0.2 -0.1 -0.1
C 5.54037 2.05895 -5.77727 0.0 -0.1 0.0
H 4.02441 4.61546 -8.74940 0.0 0.0 0.0
H 5.07016 5.83802 -8.02118 0.0 0.0 0.0
H 5.58140 4.15803 -8.04357 0.0 0.0 0.0
H 3.24234 5.37843 -6.49865 -0.1 -0.1 0.1
H 4.75456 4.84209 -5.78479 0.0 0.0 0.0
H 1.97930 2.28805 -5.35008 0.1 0.0 0.0
H 1.76326 4.01177 -5.40673 0.0 0.1 0.0
H 3.67754 2.47837 -3.58766 0.1 0.0 0.0
H 2.33169 3.51696 -3.15510 0.0 0.0 0.0
H 3.80089 4.22895 -3.80623 0.0 0.0 0.0
H 4.59877 2.19595 -7.69721 0.0 0.1 0.0
H 3.68636 1.27360 -6.55384 -0.1 0.0 0.1
H 6.06952 3.00734 -5.67993 0.0 0.0 0.0
H 6.23183 1.34607 -6.23082 0.0 0.0 0.0
H 5.31287 1.69051 -4.77835 0.0 0.1 0.0
C -0.98993 1.88990 6.14537 0.0 0.0 0.0
C -1.56449 1.61215 4.76525 -0.1 -0.1 0.2
N -0.55629 1.57165 3.72684 0.1 0.1 -0.1
C -1.11057 1.57840 2.38318 -0.1 0.1 -0.1
C -1.95857 0.37903 1.94430 0.0 0.0 0.0
C 0.53842 0.64783 3.95715 0.2 -0.1 0.2
C 0.20104 -0.83618 4.16377 0.1 0.0 -0.1
H -0.40341 2.80950 6.14892 0.0 0.0 0.0
H -1.80143 2.00368 6.86607 0.0 0.0 0.0
H -0.35811 1.07438 6.49595 0.0 0.0 0.0
H -2.26707 2.41265 4.52014 0.0 0.0 -0.1
H -2.15838 0.68430 4.81256 0.0 0.0 0.0
H -0.28987 1.71270 1.67340 0.1 0.0 0.0
H -1.72046 2.48176 2.28781 0.0 0.0 0.1
H -1.34896 -0.49869 1.73624 0.0 -0.1 0.0
H -2.48421 0.62388 1.02278 0.0 0.0 0.0
H -2.71039 0.10993 2.68759 0.0 0.0 0.0
H 1.09243 0.99412 4.83372 -0.1 0.0 0.0
H 1.24432 0.74473 3.12862 -0.1 0.0 -0.1
H -0.64329 -0.97568 4.84052 0.0 0.0 0.0
H 1.05921 -1.34857 4.60447 0.0 0.0 0.0
H -0.02567 -1.34165 3.22657 -0.1 0.0 0.0
C -3.74829 -0.37551 8.41728 0.0 0.0 0.0
C -3.18217 -0.56276 9.81711 0.0 0.2 -0.1
N -2.30118 -1.70829 9.92771 0.0 -0.1 0.1
C -1.97890 -2.05906 11.29898 -0.1 -0.1 0.2
C -1.17369 -1.05611 12.13479 0.1 -0.1 0.1
C -1.19782 -1.73733 8.98596 0.1 0.0 -0.3
C -0.22103 -0.55382 8.98349 0.1 -0.1 0.0
H -4.24922 -1.28203 8.07592 0.0 0.0 0.0
H -4.47782 0.43514 8.42086 0.0 0.0 0.0
H -2.97611 -0.11365 7.69237 0.0 0.0 0.0
H -4.01828 -0.71768 10.50376 0.1 0.0 0.1
H -2.69581 0.37600 10.12859 0.0 0.0 0.0
H -1.45482 -3.01841 11.29318 0.0 0.0 -0.1
H -2.92502 -2.25034 11.81471 0.0 0.1 0.0
H -0.12375 -1.03413 11.84689 0.0 0.1 0.0
H -1.20960 -1.34563 13.18697 0.0 0.0 0.0
H -1.57344 -0.04455 12.06197 0.0 0.0 0.0
H -1.61779 -1.83098 7.98100 0.0 0.0 0.0
H -0.64073 -2.66470 9.13820 0.0 0.0 0.1
H -0.73614 0.40601 9.03326 0.0 0.0 0.0
H 0.35810 -0.56440 8.05778 0.0 0.0 0.0
H 0.49295 -0.60556 9.80378 0.0 0.1 0.1
```
Positions in Å, forces in eV/Å.

As for the lowest unoccupied orbital energy: -0.9851 eV. For the HOMO energy, the calculation gives -7.923 eV. Its SMILES is CCOP(=O)(CCCC1=CC(=O)OC1=O)OCC.CCN(CC)CC.CCN(CC)CC.CCN(CC)CC. Its energy is -2099.27009 Eh.

Record 5
ORCA calculation (ωB97M-V/def2-TZVPD) on a single C6H6N4S molecule in a non-equilibrium geometry.

Geometry as XYZ:
```
17
Properties=species:S:1:pos:R:3:forces:R:3
C -2.19315 -0.40207 -0.74426 1.6 0.0 -0.9
N -0.83911 -0.03581 -0.36275 -0.7 -0.5 3.3
C -0.41019 0.01498 1.02371 0.9 0.7 -1.6
N 0.77859 0.36117 1.37074 -0.4 0.2 0.8
C 1.63005 0.70374 0.40050 1.6 -0.5 -3.3
N 2.96478 1.06674 0.46633 -0.8 -0.4 1.3
C 3.46981 1.14909 -0.77865 -1.1 -0.1 0.2
N 2.56544 0.95478 -1.70903 -0.2 -1.0 0.3
C 1.47780 0.57541 -0.98277 -5.2 -0.2 -0.6
C -0.09472 0.17005 -1.44234 5.7 2.0 -0.4
S -0.70501 0.13100 -2.96986 1.0 0.2 -0.4
H -2.68287 -0.81420 0.05976 -1.5 -0.5 1.8
H -2.58488 0.43060 -1.29395 -1.0 0.4 0.2
H -2.00032 -1.13492 -1.51383 -0.7 -0.6 -0.1
H -1.03221 -0.12707 1.90338 -0.9 -0.5 -1.0
H 3.47572 1.08587 1.31405 0.6 0.2 0.6
H 4.51157 1.20290 -0.87844 1.2 0.6 -0.6
```
Positions in Å, forces in eV/Å.

As for the lowest unoccupied orbital energy: 0.2718 eV. For the HOMO energy, the calculation gives -8.187 eV. Its SMILES is Cn1cnc2[nH]cnc2c1=S. Its energy is -849.40678 Eh.

Record 6
ORCA calculation (ωB97M-V/def2-TZVPD) on a single C9H11NO4S molecule in a non-equilibrium geometry.

Geometry as XYZ:
```
26
Properties=species:S:1:pos:R:3:forces:R:3
C 1.77824 -0.63799 -1.75766 -1.2 0.1 0.5
C 0.42390 0.09784 -1.49600 -0.4 -2.1 -1.7
C 0.34759 1.46791 -2.13778 0.5 -0.6 -0.1
O 0.71423 1.70578 -3.26617 -0.5 0.2 1.4
C -0.25680 2.35781 -1.02240 -0.3 -1.4 -0.4
O -0.33177 3.53624 -1.04568 -0.2 0.9 0.4
C -0.77228 1.32208 0.04275 0.3 2.7 0.8
C -0.91771 1.97615 1.45391 1.0 -0.9 -0.3
S -2.44701 0.84118 -0.51368 0.2 -0.9 -0.5
C -2.04314 -0.93980 -0.07104 -2.0 2.8 1.2
C -0.62587 -0.90785 0.45506 -1.1 -3.2 -0.2
C -0.57970 -1.02338 1.96474 -2.1 -0.6 1.9
O -1.53992 -1.28759 2.71008 2.5 0.7 -2.4
O 0.61608 -0.81683 2.48315 -0.1 -0.2 1.8
N 0.10934 0.16333 -0.06945 0.4 2.7 -0.1
H 2.46626 -0.16339 -0.94510 -0.8 -1.5 -1.5
H 2.15721 -0.43566 -2.82210 -0.6 -0.5 1.7
H 1.39388 -1.73406 -1.61504 2.0 1.7 -0.1
H -0.46383 -0.48688 -1.94104 1.4 0.7 -0.1
H 0.15097 2.13475 1.86023 -1.7 0.7 -0.7
H -1.28368 1.17103 2.13187 -0.4 1.0 -0.4
H -1.66006 2.84440 1.30868 1.6 -1.2 0.8
H -2.16612 -1.56379 -0.88824 -0.2 -1.0 -1.7
H -2.87349 -1.10095 0.62818 0.9 -0.7 0.3
H -0.26178 -1.87066 0.03220 0.6 0.4 0.7
H 1.35228 -0.74701 1.89099 0.3 0.3 -1.1
```
Positions in Å, forces in eV/Å.

As for the lowest unoccupied orbital energy: -0.8612 eV. For the HOMO energy, the calculation gives -9.324 eV. Its SMILES is C[C@@H]1C(=O)C(=O)[C@@]2(C)SC[C@H](C(=O)O)N12. Its energy is -1103.39818 Eh.